Entry 1:
14
Properties=species:S:1:pos:R:3:forces:R:3 method="wB97M-V/def2-TZVPD" homo_energy_ev=-14.853 relative_energy_kj_mol=627.0 homo_lumo_gap_ev=8.86 lumo_energy_ev=-5.996 total_charge=+1 multiplicity=1 energy_ev=-6791.5904 fmax_ev_per_a=4.49
C 0.30280 -0.00155 -0.05794 0.33 -2.31 0.50
C -0.88610 0.59002 -0.02811 0.02 4.18 -0.89
C 1.68835 0.60150 -0.48801 -1.96 -1.48 0.48
C 2.13829 0.69938 0.87050 -0.71 1.08 0.58
C -2.17823 0.05104 0.41471 2.34 -2.87 -2.55
N 2.58433 -0.45634 0.04407 0.02 -1.42 -1.45
H 0.20660 -1.14628 0.19228 0.89 2.17 -0.38
H -1.02856 1.72057 -0.33134 0.88 -2.12 0.54
H 1.72256 1.16351 -1.41822 0.65 -0.21 0.20
H -1.91578 -0.96110 0.81646 -1.27 1.00 0.44
H -2.73305 -0.06710 -0.53200 -0.35 -0.05 0.48
H -2.54341 0.86533 0.92940 -1.62 0.91 1.97
H 2.20590 -1.40898 0.22918 0.34 0.88 -0.20
H 3.53545 -0.47512 -0.29901 0.43 0.21 0.27

Entry 2:
14
Properties=species:S:1:pos:R:3:forces:R:3 method="wB97M-V/def2-TZVPD" homo_energy_ev=-16.572 relative_energy_kj_mol=468.7 homo_lumo_gap_ev=10.60 smiles="CC1(C)[C@H]2C=[N+]21" lumo_energy_ev=-5.968 total_charge=+1 multiplicity=1 energy_ev=-6793.2312 fmax_ev_per_a=4.68
C 1.18830 1.04350 0.18618 0.95 -3.88 -1.77
C 0.05934 0.01055 0.09384 1.61 0.18 -2.67
C 0.64475 -1.39665 0.06853 -4.51 -0.72 -1.02
C -1.08236 0.34990 -0.85597 0.34 0.99 0.87
C -2.10832 -0.00372 0.03568 -0.31 -1.97 0.86
N -1.14046 0.18307 0.89308 -1.43 0.77 0.39
H 1.86613 1.03417 -0.72480 -0.74 -0.89 0.96
H 1.74120 0.72646 1.03260 0.86 0.31 0.86
H 0.95146 2.00594 0.17110 -1.67 4.13 0.78
H 1.27193 -1.35023 0.89068 1.21 -1.05 1.74
H 1.20467 -1.53384 -0.84610 0.02 -0.13 -0.12
H -0.31843 -2.14049 0.13311 2.90 1.36 0.02
H -1.10528 1.35699 -1.24619 -0.08 0.17 -0.73
H -3.17291 -0.28567 0.16826 0.82 0.74 -0.15

Entry 3:
14
Properties=species:S:1:pos:R:3:forces:R:3 method="wB97M-V/def2-TZVPD" homo_energy_ev=-15.990 relative_energy_kj_mol=446.7 homo_lumo_gap_ev=11.57 smiles="C=[N+]1CC12CC2" lumo_energy_ev=-4.416 total_charge=+1 multiplicity=1 energy_ev=-6793.4591 fmax_ev_per_a=3.66
C -1.47611 -0.17862 -1.62242 0.13 0.08 -0.15
N -0.87339 -0.05934 -0.52995 -0.07 -1.19 2.64
C -1.22445 0.37517 0.80889 0.61 3.47 -0.99
C 0.26557 0.06123 0.67435 -0.89 0.27 -2.46
C 1.43909 -0.89861 0.72611 -0.13 0.93 2.21
C 1.60738 0.54616 0.25538 -0.77 -0.03 0.66
H -0.85740 -0.54483 -2.39495 0.34 -0.23 -1.27
H -2.52248 0.08618 -1.83775 0.34 -0.20 0.60
H -1.76760 -0.16387 1.56692 -0.51 -0.62 -0.48
H -1.63549 1.47595 0.57858 1.29 -2.07 1.63
H 1.39411 -1.74007 0.03448 0.35 0.32 0.22
H 1.85768 -1.06700 1.78013 -0.84 -0.09 -1.71
H 2.10194 1.38879 0.72719 0.10 -0.60 0.92
H 1.69116 0.71887 -0.76695 0.03 -0.05 -1.82

Entry 4:
14
Properties=species:S:1:pos:R:3:forces:R:3 method="wB97M-V/def2-TZVPD" homo_energy_ev=-12.710 relative_energy_kj_mol=811.1 homo_lumo_gap_ev=5.59 lumo_energy_ev=-7.115 total_charge=+1 multiplicity=1 energy_ev=-6789.6820 fmax_ev_per_a=5.23
C 3.66754 -0.04127 -0.25418 -1.81 0.98 -1.89
C 2.38931 -0.50057 0.32251 1.13 -0.77 0.26
C 2.77054 0.89413 -0.62235 2.53 -0.67 1.78
C 1.38489 0.08836 -0.05858 -0.41 -0.50 0.76
C -2.86754 -0.34074 -0.24276 -2.07 -1.43 -0.86
N -1.81149 -0.24368 0.74974 -0.51 5.20 -0.31
H 4.53995 -0.57664 -0.46597 1.61 0.03 0.17
H 2.70024 1.95421 -0.36957 0.20 0.06 -0.71
H 0.43490 0.41638 0.02035 -3.49 0.76 -0.36
H -2.52451 -0.92184 -1.09011 0.47 -0.12 -0.24
H -3.87887 -0.91372 -0.03697 1.86 1.28 0.54
H -3.14283 0.62093 -0.68281 0.17 0.04 0.48
H -1.67759 -1.00308 1.29630 0.18 -3.16 1.84
H -1.98453 0.56752 1.43440 0.13 -1.71 -1.46

Entry 5:
14
Properties=species:S:1:pos:R:3:forces:R:3 method="wB97M-V/def2-TZVPD" homo_energy_ev=-14.405 relative_energy_kj_mol=252.6 homo_lumo_gap_ev=8.98 lumo_energy_ev=-5.421 total_charge=+1 multiplicity=1 energy_ev=-6795.4705 fmax_ev_per_a=5.85
C -0.79213 2.41290 -1.11991 2.35 0.70 5.31
C -0.27065 1.19507 -0.91370 -0.85 0.00 -0.07
C 0.30633 0.95016 0.41768 0.82 -2.50 -1.66
N 0.51855 -0.30109 0.80108 0.56 2.29 0.68
C 0.09410 -1.51476 0.18095 1.89 -0.36 4.47
C 0.29414 -2.57308 0.93620 0.72 0.64 1.05
H -0.59951 3.09650 -0.13649 -0.84 -1.04 -2.90
H -1.29251 2.79435 -1.93169 -1.04 0.63 -1.78
H -0.41147 0.39197 -1.67379 0.40 0.54 0.94
H 0.79685 1.72561 1.01504 -0.65 -0.10 -0.10
H 1.09294 -0.40107 1.69889 -1.30 -0.15 -1.68
H -0.26767 -1.69593 -0.72711 -1.54 0.73 -3.81
H 0.76245 -2.47337 1.90067 0.02 0.06 0.37
H 0.08931 -3.55965 0.68295 -0.54 -1.42 -0.81

Entry 6:
14
Properties=species:S:1:pos:R:3:forces:R:3 method="wB97M-V/def2-TZVPD" homo_energy_ev=-14.789 relative_energy_kj_mol=279.6 homo_lumo_gap_ev=9.61 smiles="C=C=C/C=[NH+]/C" lumo_energy_ev=-5.175 total_charge=+1 multiplicity=1 energy_ev=-6795.1904 fmax_ev_per_a=5.13
C -2.22967 -1.00083 0.03039 -0.91 -3.12 2.82
C -1.77940 0.16417 0.01742 -0.21 2.62 0.70
C -1.17178 1.31896 -0.05065 1.05 -0.19 0.16
C 0.27339 1.14703 -0.03795 -3.55 -3.65 0.61
N 0.73243 -0.05075 0.08783 -0.17 -0.64 -0.56
C 2.09654 -0.42602 0.02577 2.57 0.41 -1.89
H -2.34878 -1.30395 -0.96046 -0.74 -1.43 -1.49
H -2.40549 -1.67212 0.97729 0.21 1.43 -2.12
H -1.67553 2.25149 0.02775 -0.09 0.66 -0.19
H 0.95604 1.86606 -0.03234 2.66 3.34 -0.14
H 0.11493 -0.88208 0.07021 -0.03 1.09 0.12
H 2.43062 -0.56610 -1.08231 -0.85 -0.69 1.83
H 2.26521 -1.28703 0.69706 0.26 0.52 -0.63
H 2.74150 0.44116 0.22999 -0.22 -0.35 0.76

Entry 7:
14
Properties=species:S:1:pos:R:3:forces:R:3 method="wB97M-V/def2-TZVPD" homo_energy_ev=-14.617 relative_energy_kj_mol=388.1 homo_lumo_gap_ev=10.23 smiles="C=[N+]1[C@@H]2C[C@@]21C" lumo_energy_ev=-4.386 total_charge=+1 multiplicity=1 energy_ev=-6794.0665 fmax_ev_per_a=3.04
C 1.70100 0.45560 -1.06664 2.98 -0.39 0.43
N 0.87113 -0.12977 -0.31993 0.97 1.16 -0.69
C 0.63515 -0.69160 0.90836 -2.20 -1.76 -1.04
C -0.53161 -1.53412 0.40462 -0.37 -0.28 -0.54
C -0.51056 -0.07595 0.01891 0.35 -2.28 1.98
C -1.34230 1.11274 0.09866 0.76 1.56 -2.34
H 1.30951 0.91914 -1.92541 -0.35 0.74 -0.92
H 2.85504 0.44885 -0.89110 -2.45 -0.22 -0.13
H 1.10810 -0.65820 1.84129 0.67 0.62 1.00
H -0.42054 -2.26309 -0.40610 0.54 0.29 0.22
H -1.28369 -1.91476 1.08598 0.08 0.60 0.42
H -1.53986 1.49502 1.07696 -0.31 -0.30 0.79
H -2.29838 0.98398 -0.50648 1.44 0.57 0.64
H -0.55298 1.85214 -0.31914 -2.12 -0.31 0.17

Entry 8:
14
Properties=species:S:1:pos:R:3:forces:R:3 method="wB97M-V/def2-TZVPD" homo_energy_ev="-12.676 / -14.191" relative_energy_kj_mol=858.0 homo_lumo_gap_ev="5.74 / 9.72" lumo_energy_ev="-6.936 / -4.469" total_charge=+1 multiplicity=1 energy_ev=-6789.1960 fmax_ev_per_a=4.79
C 1.36226 0.38698 -0.03221 -1.56 -0.12 1.00
C 1.61504 1.66698 -0.09831 -1.35 2.20 1.19
C 1.01311 -1.72627 0.54941 -0.79 -4.57 1.18
C 0.31807 -0.55427 0.29620 -1.17 3.78 -0.40
C -2.58467 0.79420 -0.13838 0.03 -0.95 2.90
N 1.72826 -0.91695 -0.43243 1.66 -1.17 -3.04
H 2.42788 2.19786 -0.55671 0.39 -0.36 -0.18
H 0.85307 2.36094 0.44399 1.36 -1.48 -1.12
H 1.60936 -1.98511 1.42343 -0.19 0.47 0.17
H 0.32787 -2.62351 0.26211 1.82 1.17 -0.16
H -2.25313 1.72549 0.12555 0.86 2.11 0.56
H -2.63574 0.50792 -1.08437 -0.06 -1.09 -4.06
H -3.12467 0.22024 0.56915 -0.30 -0.41 0.64
H 1.88048 -1.20573 -1.43695 -0.72 0.41 1.30

Entry 9:
14
Properties=species:S:1:pos:R:3:forces:R:3 method="wB97M-V/def2-TZVPD" homo_energy_ev=-14.982 relative_energy_kj_mol=463.1 homo_lumo_gap_ev=11.38 lumo_energy_ev=-3.602 total_charge=+1 multiplicity=1 energy_ev=-6793.2885 fmax_ev_per_a=4.71
C -1.27473 0.26451 1.56705 -0.61 -0.64 1.08
C -0.25043 1.11684 1.53026 -0.13 -3.19 -3.23
C -0.95626 -0.60444 0.34974 -3.04 -0.95 -0.30
C 0.24653 0.11184 -0.01997 0.80 1.73 2.01
C 1.54424 -0.48103 -0.51410 1.56 4.29 1.17
N -0.92690 0.34957 -0.90427 0.06 -0.51 -0.26
H -2.04931 0.16539 2.39741 0.86 0.07 -1.59
H 0.00426 1.92593 2.16590 0.81 0.76 -0.01
H -1.45172 -1.60400 -0.00072 1.56 1.69 1.13
H 1.52539 -1.27415 -1.14289 -1.09 -2.43 -2.37
H 1.95145 -0.93990 0.37449 0.66 0.34 0.44
H 2.29811 0.28007 -1.02660 -1.65 -1.36 1.52
H -0.79279 -0.16634 -1.78113 -0.45 0.35 0.17
H -1.54423 1.16921 -0.95195 0.65 -0.16 0.26

Entry 10:
14
Properties=species:S:1:pos:R:3:forces:R:3 method="wB97M-V/def2-TZVPD" homo_energy_ev="-13.247 / -17.168" relative_energy_kj_mol=346.3 homo_lumo_gap_ev="8.91 / 10.80" lumo_energy_ev="-4.334 / -6.366" total_charge=+1 multiplicity=3 energy_ev=-6790.9870 fmax_ev_per_a=3.48
C -1.01997 0.37075 -0.97313 1.20 0.01 -0.76
C 0.35389 1.85968 -0.36347 2.21 1.34 -0.76
C 0.49837 -0.38773 0.75422 2.73 -1.36 1.68
C 0.12950 1.06047 -1.62993 -0.83 1.67 -0.95
C 0.29421 -1.86569 0.70036 -2.88 -0.17 1.21
N -0.05381 0.58950 0.15424 -2.50 -2.01 1.17
H -1.83625 1.03869 -0.95307 -1.01 0.98 0.53
H -1.40485 -0.57775 -1.20764 0.21 -1.57 -0.06
H 1.31545 2.27607 -0.13925 1.00 -0.65 0.29
H -0.27994 2.69649 -0.10025 -1.07 -0.20 -0.34
H 1.40877 -0.29393 1.37355 -0.42 1.41 -0.49
H -0.79043 -2.13826 0.65763 0.75 0.10 -1.15
H 0.42307 -2.25030 1.72992 0.90 0.25 -0.46
H 0.96200 -2.37797 -0.00318 -0.29 0.21 0.08

Entry 11:
14
Properties=species:S:1:pos:R:3:forces:R:3 method="wB97M-V/def2-TZVPD" homo_energy_ev="-12.569 / -17.103" relative_energy_kj_mol=257.0 homo_lumo_gap_ev="9.31 / 11.34" lumo_energy_ev="-3.259 / -5.765" total_charge=+1 multiplicity=3 energy_ev=-6791.9123 fmax_ev_per_a=3.95
C -0.61564 0.62654 -1.07533 0.06 1.49 1.43
C 0.06818 -1.22336 0.29552 -0.40 -3.36 0.33
C -0.42146 1.04322 0.45560 1.12 -0.70 0.33
C -0.69063 -0.25054 1.12936 0.71 -1.36 0.07
C 1.09087 0.92487 0.06982 -0.81 -1.32 0.35
N 0.54610 -0.23918 -0.77676 3.22 -1.93 -1.23
H -1.50492 0.16453 -1.43469 -0.55 -0.47 -0.08
H -0.32315 1.53024 -1.57045 0.18 -0.06 -1.15
H 0.92896 -1.86881 0.76368 -0.97 1.93 -0.60
H -0.58053 -2.19021 -0.04452 1.08 2.62 -0.20
H -0.71522 1.91550 0.96858 -0.80 1.10 -0.06
H -1.03500 -0.58954 2.08923 -0.31 0.71 0.21
H 2.05227 0.87782 0.63222 -0.87 0.02 -0.56
H 1.20017 -0.72108 -1.50227 -1.65 1.31 1.16

Entry 12:
15
Properties=species:S:1:pos:R:3:forces:R:3 method="wB97M-V/def2-TZVPD" homo_energy_ev=-9.368 relative_energy_kj_mol=144.5 homo_lumo_gap_ev=9.87 smiles="CC1=C[C@@H](C)N=N1" lumo_energy_ev=0.500 total_charge=0 multiplicity=1 energy_ev=-8293.4985 fmax_ev_per_a=0.35
C 2.29993 -0.68873 -0.74619 0.04 -0.02 -0.01
C 0.84118 -0.51153 -0.48040 0.00 -0.01 0.21
C 0.11933 -0.50177 0.64478 0.08 0.04 -0.15
C -1.27051 -0.14079 0.24909 0.01 -0.01 0.02
C -1.73041 1.22301 0.77625 -0.05 0.08 0.05
N -1.19744 -0.05120 -1.21817 0.34 -0.06 -0.07
N -0.02495 -0.24453 -1.60219 -0.31 0.04 0.13
H 2.57041 -1.74465 -0.85030 -0.07 0.12 0.00
H 2.90309 -0.26009 0.05878 -0.09 -0.09 -0.09
H 2.55739 -0.18724 -1.68318 -0.02 -0.06 0.13
H 0.46290 -0.66848 1.65820 -0.03 0.08 -0.15
H -2.01508 -0.91040 0.49265 0.10 0.08 -0.05
H -2.65117 1.52796 0.27250 0.10 -0.07 0.10
H -0.95745 1.97159 0.57351 -0.14 -0.09 0.02
H -1.90724 1.18685 1.85465 0.03 -0.01 -0.14